The following is a DFT calculation (ωB97M-V/def2-TZVPD) of 11 unconnected molecules or ions with the total composition C4H34N2O11.

Values from the calculation:
total charge = +1
E_tot = -1109.59335 hartree
gap between HOMO and LUMO (alpha / beta) = 2.2 / 10.6 eV
⟨S²⟩ = 0.75
multiplicity = 2
E_LUMO (alpha / beta) = -0.0907 / -0.0905 Ha

Element x y z (Å)
C 2.87 -1.07 0.10
O 3.47 -2.12 -0.64
C 1.46 -0.76 -0.42
C 0.92 0.30 0.58
C -0.35 1.01 0.15
N -0.03 2.43 -0.05
N 0.72 -2.05 -0.41
H 3.02 -1.31 1.15
H 3.47 -0.16 -0.07
H 3.24 -1.95 -1.58
H 1.55 -0.53 -1.51
H 1.79 0.90 0.85
H 0.71 -0.31 1.46
H -1.21 0.88 0.81
H -0.84 0.56 -0.72
H 0.50 2.57 -0.95
H 0.53 2.80 0.76
H -0.86 3.08 -0.08
H -0.21 -2.02 0.13
H 0.51 -2.51 -1.30
H 1.26 -2.69 0.20
H -0.03 1.92 4.39
H 1.07 1.13 4.32
O 0.47 1.54 3.65
H 0.89 5.16 2.02
H 0.49 3.81 2.75
O 0.62 4.24 1.89
H -4.38 0.86 -1.87
H -3.66 1.99 -2.73
O -3.63 1.46 -1.92
H -4.29 -1.19 1.81
H -4.47 0.21 1.45
O -4.07 -0.59 1.09
H -0.11 -3.65 2.23
H -0.79 -2.30 2.45
O -0.11 -2.74 1.91
H 4.57 0.28 -3.58
H 3.13 0.57 -3.90
O 3.68 0.17 -3.21
H 0.30 1.09 -3.29
H 0.41 2.56 -3.20
O 0.32 1.79 -2.60
H 0.79 -1.00 -5.14
H -0.35 -1.49 -4.34
O 0.55 -1.17 -4.22
H -2.48 -1.32 0.68
H -2.29 -1.72 -0.72
O -1.75 -1.43 0.03
H -2.83 -3.16 3.82
H -2.14 -1.75 4.23
O -2.46 -2.32 3.53

Listed below, in e, are the Löwdin charges computed for each atom: atom 1 (C): -0.237, atom 2 (O): -0.059, atom 3 (C): -0.279, atom 4 (C): -0.132, atom 5 (C): -0.219, atom 6 (N): 0.131, atom 7 (N): 0.153, atom 8 (H): 0.135, atom 9 (H): 0.126, atom 10 (H): 0.085, atom 11 (H): 0.136, atom 12 (H): 0.127, atom 13 (H): 0.098, atom 14 (H): 0.105, atom 15 (H): 0.093, atom 16 (H): 0.121, atom 17 (H): 0.107, atom 18 (H): 0.165, atom 19 (H): 0.083, atom 20 (H): 0.143, atom 21 (H): 0.138, atom 22 (H): 0.044, atom 23 (H): 0.062, atom 24 (O): -0.100, atom 25 (H): 0.067, atom 26 (H): 0.031, atom 27 (O): -0.062, atom 28 (H): 0.025, atom 29 (H): 0.034, atom 30 (O): -0.101, atom 31 (H): 0.046, atom 32 (H): 0.059, atom 33 (O): -0.073, atom 34 (H): 0.068, atom 35 (H): 0.014, atom 36 (O): -0.077, atom 37 (H): 0.047, atom 38 (H): 0.023, atom 39 (O): -0.069, atom 40 (H): 0.028, atom 41 (H): 0.063, atom 42 (O): -0.105, atom 43 (H): 0.036, atom 44 (H): 0.020, atom 45 (O): -0.119, atom 46 (H): 0.022, atom 47 (H): 0.067, atom 48 (O): -0.116, atom 49 (H): 0.060, atom 50 (H): 0.046, atom 51 (O): -0.059

***

The following is a DFT calculation (ωB97M-V/def2-TZVPD) of 19 unconnected molecules or ions with the total composition H38O19.

Values from the calculation:
E_tot = -1452.15940 hartree
gap between HOMO and LUMO = 10.1 eV
multiplicity = 1
E_LUMO = -0.0119 Ha

Element x y z (Å)
O 4.19 -1.94 -1.79
H 3.92 -1.64 -0.83
H 3.42 -2.25 -2.20
O 1.96 1.62 -4.44
H 1.04 1.87 -4.42
H 2.26 2.13 -3.59
O -1.98 -1.92 -0.09
H -1.09 -1.58 -0.34
H -2.58 -1.35 -0.65
O 0.83 4.35 -0.73
H 0.94 3.72 0.07
H 1.25 5.24 -0.29
O 1.08 -0.87 2.77
H 1.60 -1.57 3.07
H 0.99 -0.53 1.91
O -2.74 1.26 -2.97
H -3.59 1.69 -2.85
H -2.08 1.93 -2.81
O 2.50 -3.16 1.81
H 3.35 -3.24 2.15
H 1.96 -3.74 2.13
O 3.73 2.22 -0.86
H 4.09 1.40 -0.42
H 3.89 2.01 -1.76
O -0.27 0.15 0.89
H -0.98 -0.23 1.40
H -0.27 1.18 1.10
O -0.82 3.11 1.53
H -0.60 2.42 2.17
H -1.47 3.66 2.01
O 0.07 1.54 3.44
H 0.38 0.65 3.43
H 0.76 2.05 4.10
O -1.56 3.46 -1.48
H -0.78 4.15 -1.40
H -1.73 3.35 -0.40
O -1.20 -3.04 -2.35
H -1.70 -2.70 -1.50
H -1.43 -3.96 -2.35
O -3.12 1.16 3.54
H -2.90 0.41 2.97
H -2.39 1.35 4.02
O -3.69 -0.33 1.10
H -3.94 -1.33 1.15
H -4.40 0.16 0.43
O 0.98 -4.26 -2.99
H 0.43 -3.65 -3.39
H 0.69 -4.40 -2.02
O -0.51 -0.55 -1.90
H -1.17 0.10 -2.02
H 0.03 -0.52 -2.70
O 2.65 -0.53 0.34
H 2.52 -0.36 1.35
H 2.64 0.21 -0.43
O -2.04 -2.97 2.17
H -1.33 -2.53 1.98
H -1.79 -3.43 2.92

Listed below, in e, are the Löwdin charges computed for each atom: atom 1 (O): -0.094, atom 2 (H): 0.055, atom 3 (H): -0.013, atom 4 (O): -0.084, atom 5 (H): 0.007, atom 6 (H): 0.081, atom 7 (O): -0.106, atom 8 (H): 0.043, atom 9 (H): 0.091, atom 10 (O): -0.155, atom 11 (H): 0.065, atom 12 (H): 0.146, atom 13 (O): -0.028, atom 14 (H): 0.015, atom 15 (H): -0.045, atom 16 (O): -0.054, atom 17 (H): 0.043, atom 18 (H): -0.011, atom 19 (O): 0.071, atom 20 (H): 0.030, atom 21 (H): -0.041, atom 22 (O): -0.054, atom 23 (H): 0.048, atom 24 (H): 0.015, atom 25 (O): -0.069, atom 26 (H): 0.024, atom 27 (H): 0.106, atom 28 (O): -0.079, atom 29 (H): -0.033, atom 30 (H): 0.078, atom 31 (O): -0.094, atom 32 (H): -0.021, atom 33 (H): 0.173, atom 34 (O): -0.192, atom 35 (H): 0.035, atom 36 (H): 0.104, atom 37 (O): -0.127, atom 38 (H): 0.033, atom 39 (H): 0.025, atom 40 (O): -0.013, atom 41 (H): 0.007, atom 42 (H): -0.058, atom 43 (O): -0.155, atom 44 (H): 0.087, atom 45 (H): 0.149, atom 46 (O): -0.078, atom 47 (H): -0.043, atom 48 (H): 0.078, atom 49 (O): -0.037, atom 50 (H): -0.007, atom 51 (H): 0.070, atom 52 (O): -0.154, atom 53 (H): 0.073, atom 54 (H): 0.113, atom 55 (O): 0.044, atom 56 (H): -0.079, atom 57 (H): 0.017

***

The following is a DFT calculation (ωB97M-V/def2-TZVPD) of a molecular structure, C2F30O6P4PdS2.

Values from the calculation:
total charge = -4
E_tot = -5813.99045 hartree
gap between HOMO and LUMO (alpha / beta) = 6.9 / 2.0 eV
⟨S²⟩ = 2.01
multiplicity = 3
E_LUMO (alpha / beta) = 0.1790 / 0.0280 Ha

Element x y z (Å)
Pd -0.26 0.25 0.67
C -1.47 -0.88 -6.14
F -1.67 0.37 -6.09
F -2.02 -1.23 -7.22
F -0.11 -1.09 -6.12
S -2.14 -1.74 -4.61
O -2.10 -3.16 -5.00
O -1.27 -1.24 -3.47
O -3.48 -1.20 -4.53
C 3.19 4.38 -3.02
F 2.20 4.05 -3.85
F 4.11 5.05 -3.72
F 2.81 4.97 -1.92
S 3.96 2.70 -2.47
O 4.07 1.95 -3.72
O 5.26 3.19 -1.92
O 3.03 2.03 -1.60
P 2.88 1.65 5.72
F 3.70 0.31 6.17
F 1.75 0.81 4.86
F 1.99 1.62 7.08
F 2.11 3.08 5.46
F 3.82 2.57 6.59
F 3.60 1.93 4.26
P -3.54 3.96 1.31
F -4.37 4.81 0.21
F -2.34 4.96 0.99
F -4.00 4.94 2.53
F -2.66 3.05 2.34
F -4.76 2.98 1.53
F -2.95 2.88 0.12
P -4.42 -3.71 2.15
F -5.69 -2.90 1.55
F -3.51 -2.31 2.22
F -4.97 -3.36 3.66
F -3.13 -4.41 2.79
F -5.18 -5.17 2.19
F -3.86 -4.03 0.67
P 3.03 -4.53 0.04
F 2.07 -3.34 0.65
F 1.79 -5.46 -0.51
F 3.17 -3.95 -1.42
F 4.11 -5.70 -0.39
F 4.38 -3.79 0.47
F 2.86 -5.27 1.48

Listed below, in e, are the Löwdin charges computed for each atom: atom 1 (Pd): 0.979, atom 2 (C): -0.760, atom 3 (F): 0.189, atom 4 (F): 0.213, atom 5 (F): 0.107, atom 6 (S): 0.626, atom 7 (O): -0.207, atom 8 (O): -0.126, atom 9 (O): -0.173, atom 10 (C): -0.708, atom 11 (F): 0.112, atom 12 (F): 0.115, atom 13 (F): 0.159, atom 14 (S): 0.489, atom 15 (O): -0.351, atom 16 (O): -0.364, atom 17 (O): -0.318, atom 18 (P): 0.175, atom 19 (F): -0.176, atom 20 (F): -0.199, atom 21 (F): -0.206, atom 22 (F): -0.225, atom 23 (F): -0.176, atom 24 (F): -0.192, atom 25 (P): 0.145, atom 26 (F): -0.180, atom 27 (F): -0.163, atom 28 (F): -0.182, atom 29 (F): -0.196, atom 30 (F): -0.150, atom 31 (F): -0.263, atom 32 (P): 0.168, atom 33 (F): -0.180, atom 34 (F): -0.222, atom 35 (F): -0.212, atom 36 (F): -0.173, atom 37 (F): -0.207, atom 38 (F): -0.172, atom 39 (P): 0.144, atom 40 (F): -0.189, atom 41 (F): -0.200, atom 42 (F): -0.155, atom 43 (F): -0.233, atom 44 (F): -0.172, atom 45 (F): -0.191

***

The following is a DFT calculation (ωB97M-V/def2-TZVPD) of a molecular structure, F10N5Na3O20S10.

Values from the calculation:
total charge = -2
E_tot = -7246.03222 hartree
gap between HOMO and LUMO = 7.0 eV
multiplicity = 1
E_LUMO = 0.0814 Ha

Element x y z (Å)
Na 6.93 -2.28 11.86
Na 8.72 -2.74 13.98
Na 7.03 -5.13 12.31
N 5.88 -4.03 10.57
S 4.42 -4.25 10.29
O 4.05 -5.39 9.47
O 3.61 -3.02 10.11
F 3.92 -4.66 11.76
S 6.28 -3.95 8.91
O 5.64 -3.00 8.05
O 6.92 -5.16 8.43
F 7.57 -3.05 9.25
N 6.48 -3.71 14.14
S 5.03 -3.29 14.65
O 4.90 -2.39 15.79
O 3.94 -4.20 14.39
F 4.74 -2.19 13.49
S 6.58 -4.58 15.60
O 5.58 -5.57 16.00
O 7.29 -3.80 16.70
F 7.73 -5.51 15.06
N 7.92 -0.62 13.07
S 7.46 0.38 14.19
O 6.15 0.99 14.03
O 8.48 1.05 15.01
F 6.98 -0.80 15.19
S 8.57 0.73 12.26
O 10.03 0.86 12.29
O 7.82 1.96 11.98
F 8.35 0.05 10.87
N 4.15 1.62 11.39
S 4.00 0.13 11.10
O 5.14 -0.70 11.42
O 3.16 -0.32 9.98
F 3.13 -0.13 12.47
S 4.81 1.95 9.85
O 3.85 2.40 8.80
O 5.96 1.11 9.49
F 5.60 3.32 10.10
N 9.34 -4.32 12.27
S 10.41 -5.44 12.55
O 11.39 -5.19 13.60
O 10.76 -6.47 11.50
F 9.34 -6.42 13.34
S 10.43 -3.43 11.32
O 10.80 -3.92 9.96
O 11.44 -2.66 12.07
F 9.33 -2.28 11.04

Listed below, in e, are the Löwdin charges computed for each atom: atom 1 (Na): 0.279, atom 2 (Na): 0.480, atom 3 (Na): 0.488, atom 4 (N): -0.314, atom 5 (S): 0.459, atom 6 (O): -0.268, atom 7 (O): -0.266, atom 8 (F): -0.190, atom 9 (S): 0.611, atom 10 (O): -0.199, atom 11 (O): -0.256, atom 12 (F): -0.204, atom 13 (N): -0.278, atom 14 (S): 0.477, atom 15 (O): -0.226, atom 16 (O): -0.249, atom 17 (F): -0.180, atom 18 (S): 0.612, atom 19 (O): -0.232, atom 20 (O): -0.285, atom 21 (F): -0.199, atom 22 (N): -0.289, atom 23 (S): 0.481, atom 24 (O): -0.241, atom 25 (O): -0.268, atom 26 (F): -0.222, atom 27 (S): 0.568, atom 28 (O): -0.271, atom 29 (O): -0.228, atom 30 (F): -0.171, atom 31 (N): -0.239, atom 32 (S): 0.463, atom 33 (O): -0.329, atom 34 (O): -0.286, atom 35 (F): -0.218, atom 36 (S): 0.613, atom 37 (O): -0.329, atom 38 (O): -0.306, atom 39 (F): -0.211, atom 40 (N): -0.313, atom 41 (S): 0.553, atom 42 (O): -0.256, atom 43 (O): -0.278, atom 44 (F): -0.234, atom 45 (S): 0.636, atom 46 (O): -0.237, atom 47 (O): -0.251, atom 48 (F): -0.198